Molecular formula: C5H8NO
Method: DFT, ωB97M-V/def2-TZVPD

Values from the calculation:
SMILES string: C=CN([O-])C(=C)C
Total charge: -1
HOMO energy (eV): -2.089
Molecular weight (Da): 98.12
Spin multiplicity: 1
DFT total energy (Eh): -325.1932
ΔE to the lowest compared entry with this formula, charge and spin (kcal/mol): 52.6

Bonds (Å) are listed after each position.
Positions of all 15 atoms, in Å:
1 C 2.56101 0.72851 -0.13914  C3 1.338, H8 1.154, H9 1.083
2 C -1.41827 -1.69557 -0.10343  C4 1.380, H10 1.146, H11 1.074
3 C 1.23133 0.77314 0.00229  C1 1.338, N6 1.360, H12 1.093
4 C -0.85843 -0.43485 -0.07728  C2 1.380, C5 1.568, N6 1.354
5 C -1.73600 0.86297 -0.01012  C4 1.568, H13 1.129, H14 1.047, H15 1.060
6 N 0.49134 -0.36791 0.00472  C3 1.360, C4 1.354, O7 1.483
7 O 1.32964 -1.58321 -0.13946  N6 1.483
8 H 3.29703 1.59613 0.05560  C1 1.154
9 H 2.95752 -0.27810 -0.18755  C1 1.083
10 H -0.76437 -2.61961 0.07574  C2 1.146
11 H -2.45035 -1.95932 0.03400  C2 1.074
12 H 0.77978 1.74004 0.24019  C3 1.093
13 H -1.47804 1.27795 1.00757  C5 1.129
14 H -2.71801 0.50117 -0.04131  C5 1.047
15 H -1.22417 1.45865 -0.72181  C5 1.060

natural (NBO) population analysis, charges in e, atoms 1 to 4: C -0.57; C -0.62; C -0.03; C 0.21